# 1
ORCA calculation (the ωB97M-V functional and the def2-TZVPD basis) on a molecular structure, C22H37BrF6I3N2O4P3.

ORCA input file:
```
! RIJCOSX wB97M-V def2-TZVPD def2/J DEFGRID3
* xyz 0 1
C 0.1283 3.1424 2.5665
C 1.7134 2.7448 2.6108
C 2.0901 1.2161 2.1870
Br 4.1014 1.0698 2.5073
C 1.6210 0.7214 0.6986
C 1.8026 2.0250 -0.3359
N 3.2531 2.4794 -0.4619
C 2.5945 -0.4411 0.1325
C 1.9973 -1.3582 -1.0935
I 3.4229 -3.0990 -0.9383
C 2.4107 -0.6499 -2.4778
C 3.1188 -1.5080 -3.6675
O 2.3974 -2.6690 -4.1933
N 0.5806 -1.8627 -0.9162
P -0.3052 -2.0878 -2.4928
P -1.1769 -0.2988 -3.3730
O -0.7708 -0.3267 -4.9340
O -2.9491 -0.3627 -3.3800
O -0.6965 1.2260 -2.7576
C -0.1954 -1.4042 0.3128
C -1.8395 -1.3119 -0.0465
C -2.8453 -0.9182 1.1853
C -3.1189 0.6111 1.7717
C -4.1504 1.0273 2.9632
C -5.0455 -0.1235 3.7141
C -4.8720 -1.6600 3.1646
C -3.8138 -2.0650 1.9314
C -3.8605 -3.6566 1.5182
C -0.1831 -2.4393 1.5767
I -0.4397 -1.6088 3.6108
C 0.9777 -3.5302 1.8269
C 2.1904 -3.1836 2.8475
I -0.0799 -5.1535 2.9936
C 0.0954 0.1765 0.6577
H -0.0850 4.3071 2.6200
H -0.5104 2.6655 3.4552
H -0.4316 2.7795 1.5764
H 2.0538 2.8709 3.7489
H 2.2933 3.5898 2.0270
H 1.6330 0.5158 3.0143
H 1.0571 2.9168 -0.0621
H 1.4856 1.7450 -1.4532
H 3.5457 3.1046 0.3170
H 3.3142 3.0897 -1.3312
H 3.7070 -0.0916 -0.1305
H 2.7711 -1.2046 1.0286
H 3.2454 0.1700 -2.2121
H 1.5892 0.0217 -3.0050
H 3.1478 -0.7466 -4.5936
H 4.2805 -1.7350 -3.4978
H 1.7914 -2.3381 -4.9181
H 0.7439 -2.9122 -0.7489
H -1.5058 -2.9267 -2.2601
H -3.1804 0.1957 -4.1945
H -0.2334 1.7703 -3.4629
H -2.0941 -0.4828 -0.8158
H -2.1954 -2.3993 -0.3243
H -2.4940 1.4905 1.2638
H -4.2749 2.1444 3.3590
H -5.7520 0.2084 4.5950
H -5.5398 -2.4901 3.6803
H -4.8767 -4.1299 1.9186
H -3.9490 -3.7041 0.3328
H -2.9607 -4.2713 1.9462
H -1.1627 -3.1208 1.4518
H 1.3224 -4.1718 0.9117
H 3.1636 -3.7279 2.4188
H 2.0684 -3.6293 3.9486
H 2.4848 -2.0679 2.9859
H -0.4044 0.5901 1.6270
H -0.4363 0.7867 -0.2233
F 0.4132 3.9117 -4.0786
P -0.2516 5.2093 -3.5286
F -0.1583 6.6019 -4.2218
F -0.5506 5.9564 -2.1944
F 1.2655 5.3366 -3.1949
F -1.2479 4.3007 -2.7476
F -1.2345 5.1501 -4.7369
*
```

## Properties
E_HOMO ... -9.188 eV
LUMO ... -0.06998 hartree
Kohn-Sham gap ... 0.2677 hartree

# 2
ORCA calculation (the ωB97M-V functional and the def2-TZVPD basis) on 2 unconnected molecules or ions with the total composition C4H12NO2PS.

ORCA input file:
```
! RIJCOSX wB97M-V def2-TZVPD def2/J DEFGRID3
* xyz 0 1
C -1.1256 1.6370 0.6719
C -1.0278 2.2243 -1.8275
C 0.3462 -3.0587 0.8654
C -1.1756 1.1431 -0.7324
N 1.1044 -1.9885 0.4242
O 2.3882 -1.7044 2.7562
O -0.1134 0.1747 -1.1313
P 2.3883 -1.2701 1.3257
S 3.3802 0.1927 0.5497
H -0.5022 2.5077 0.6591
H -2.0516 1.9235 1.2121
H -0.5989 0.8373 1.1675
H -0.2794 2.9232 -1.4725
H -1.9719 2.7404 -1.9458
H -0.6144 1.9067 -2.7267
H -0.2963 -3.4379 0.0902
H 0.9472 -3.8756 1.1475
H -0.3837 -2.5945 1.5751
H -2.0553 0.6087 -1.1063
H 0.9216 -1.5845 -0.4871
H 0.7202 0.6947 -1.0148
*
```

## Properties
E_HOMO ... -9.738 eV
LUMO ... -0.00441 hartree
Structure (SMILES) ... CNP(=O)=S.CC(C)O
Energy relative to the best compared isomer or geometry (same formula, charge and spin) ... 35.8 kcal/mol
Kohn-Sham gap ... 0.3535 hartree

# 3
ORCA calculation (the ωB97M-V functional and the def2-TZVPD basis) on 2 unconnected molecules or ions with the total composition C9H14O.

ORCA input file:
```
! RIJCOSX wB97M-V def2-TZVPD def2/J DEFGRID3
* xyz 1 2
C 1.2238 -1.1573 -2.7556
C 0.6962 1.3194 -0.0018
C 1.3295 0.4283 -0.8464
C -0.6870 1.2113 0.1028
C 0.5409 -0.3980 -1.6916
C -1.5159 0.3661 -0.7050
C -0.8682 -0.5043 -1.5234
O -1.3942 1.9034 1.0155
H 1.2433 2.0645 0.5575
H 2.4074 0.3616 -0.8840
H -1.1874 2.8330 0.9950
H -2.5718 0.3889 -0.4836
H 0.5947 -1.8137 -3.3389
H 1.9755 -1.7975 -2.2667
H -1.4378 -1.1697 -2.1581
H 1.8399 -0.4878 -3.3569
C 0.9204 -1.0097 2.7583
C -0.4849 -1.5713 2.5053
H 1.1664 -1.2239 3.7934
H 1.6654 -1.5246 2.1480
H 0.9509 0.0605 2.5647
H -0.7532 -1.8232 1.4750
H -1.2353 -0.8240 2.7726
H -0.6101 -2.4947 3.0643
*
```

## Properties
Expectation value of S² ... 0.765
E_HOMO (alpha / beta) ... -14.215 / -14.606 eV
LUMO (alpha / beta) ... -0.14696 / -0.28181 hartree
Energy relative to the best compared isomer or geometry (same formula, charge and spin) ... 12.1 kcal/mol
Kohn-Sham gap (alpha / beta) ... 0.3754 / 0.2550 hartree

# 4
ORCA calculation (the ωB97M-V functional and the def2-TZVPD basis) on 2 unconnected molecules or ions with the total composition C4H7NO.

ORCA input file:
```
! RIJCOSX wB97M-V def2-TZVPD def2/J DEFGRID3
* xyz 0 1
C 0.7727 -0.9460 -1.2961
C -0.1035 0.2589 -1.1636
O -0.8050 0.8117 -1.9349
H 0.4524 1.0615 0.0854
H 1.1679 -1.2398 -0.3277
H 1.5940 -0.6946 -1.9689
H 0.1872 -1.7572 -1.7357
N -1.2058 -0.0511 0.6012
C -0.1454 0.7357 1.1687
C 0.3258 0.8612 2.3435
H -1.4156 -0.8948 1.1308
H -2.0337 0.4993 0.3858
H 1.2090 1.3554 2.7115
*
```

## Properties
E_HOMO (alpha / beta) ... -7.192 / -7.710 eV
LUMO (alpha / beta) ... -0.00298 / 0.00850 hartree
Energy relative to the best compared isomer or geometry (same formula, charge and spin) ... 140.2 kcal/mol
Kohn-Sham gap (alpha / beta) ... 0.2613 / 0.2918 hartree

# 5
ORCA calculation (the ωB97M-V functional and the def2-TZVPD basis) on a molecular structure, C5H5NO.

ORCA input file:
```
! RIJCOSX wB97M-V def2-TZVPD def2/J DEFGRID3
* xyz 0 1
N 0.2995 -0.2786 3.1228
C -0.0871 0.0581 2.0866
C -0.6216 0.4530 0.7723
O 0.1281 1.4855 0.1346
C 0.3271 0.6445 -1.0165
C 1.3411 -0.3908 -0.8776
C -0.4087 -0.5256 -0.3871
H -1.6759 0.7310 0.8868
H 0.0317 1.0855 -1.9654
H 1.2988 -0.9820 -1.8091
H 0.5534 -1.1934 -0.0580
H -1.1865 -1.0873 -0.8894
*
```

## Properties
E_HOMO ... -9.272 eV
LUMO ... 0.02278 hartree
Energy relative to the best compared isomer or geometry (same formula, charge and spin) ... 126.3 kcal/mol
Kohn-Sham gap ... 0.3635 hartree

Number 1: total energy -6360.7704 hartree, largest force on an atom 8.3 eV/A. Number 2: total energy -1104.3877 hartree, largest force on an atom 5.6 eV/A. Number 3: total energy -426.2569 hartree, largest force on an atom 2.4 eV/A. Number 4: total energy -286.4082 hartree, largest force on an atom 1.0 eV/A. Number 5: total energy -323.3184 hartree, largest force on an atom 1.1 eV/A.